(1)
# C16H32AuGeNSi2

C16H32AuGeNSi2 as an isolated structure (ωB97M-V/def2-TZVPD, the OMol25 dataset).

Geometry as ORCA input:
```
! wB97M-V def2-TZVPD RIJCOSX def2/J DEFGRID3
* xyz -2 1
Au -1.73 1.14 0.75
C 0.65 2.10 -2.49
Si 1.53 2.16 -0.82
C 0.84 3.69 0.04
C 3.31 2.68 -1.28
C 1.60 0.63 0.16
C 1.26 0.67 1.54
C 2.02 -0.02 2.55
C 1.72 0.09 3.87
C 0.66 0.91 4.28
C -0.07 1.52 3.29
N 0.17 1.39 1.98
Si 2.06 -0.98 -0.53
C 3.91 -1.42 -0.50
C 1.60 -1.16 -2.35
C 1.18 -2.40 0.34
H 0.67 3.10 -2.94
H -0.39 1.80 -2.37
H 1.13 1.41 -3.19
H 1.00 4.56 -0.61
H 1.34 3.87 1.00
H -0.22 3.57 0.23
H 3.32 3.61 -1.87
H 3.80 1.89 -1.87
H 3.91 2.84 -0.38
H 2.88 -0.60 2.22
H 2.32 -0.44 4.61
H 0.40 1.04 5.32
H -0.93 2.13 3.53
H 4.48 -0.67 -1.05
H 4.11 -2.40 -0.96
H 4.29 -1.44 0.52
H 2.21 -0.50 -2.99
H 0.55 -0.90 -2.51
H 1.76 -2.19 -2.69
H 1.38 -2.41 1.42
H 1.47 -3.37 -0.07
H 0.10 -2.28 0.22
C -3.53 -2.48 1.07
Ge -3.82 -1.04 -0.30
C -2.82 -1.84 -1.82
C -5.73 -1.46 -0.80
C -3.53 0.82 -0.12
H -3.84 -3.46 0.67
H -4.10 -2.28 1.98
H -2.47 -2.53 1.34
H -3.00 -2.92 -1.89
H -1.74 -1.68 -1.70
H -3.12 -1.37 -2.77
H -5.84 -2.52 -1.05
H -6.03 -0.86 -1.66
H -6.41 -1.23 0.03
H -4.29 1.21 0.58
*
```

Computed properties:
Lowest unoccupied orbital energy: 5.12 eV
Gap between HOMO and LUMO: 4.3 eV
HOMO energy: 0.79 eV

=====

(2)
# C26H48BrN4O4PmSi4Te

C26H48BrN4O4PmSi4Te as an isolated structure in a non-equilibrium geometry (ωB97M-V/def2-TZVPD, the OMol25 dataset).

Geometry as ORCA input:
```
! wB97M-V def2-TZVPD RIJCOSX def2/J DEFGRID3
* xyz 0 5
Pm 10.30 13.92 11.53
N 13.00 16.78 15.07
C 12.23 15.56 15.11
C 10.77 15.71 14.70
O 10.17 16.80 14.92
N 10.23 14.60 14.21
C 8.78 14.53 14.47
C 8.21 14.17 13.10
O 8.48 12.98 12.68
O 7.84 15.06 12.34
H 13.73 16.78 15.76
H 12.36 17.55 15.24
H 12.15 15.10 16.11
H 12.67 14.80 14.49
H 8.41 15.49 14.82
H 8.63 13.73 15.20
O 10.39 16.32 11.74
C 10.26 17.57 11.00
C 8.93 17.64 10.32
C 8.62 16.44 9.40
C 9.76 15.97 8.56
C 9.85 16.27 7.19
C 10.81 15.67 6.39
C 11.68 14.79 6.99
C 11.62 14.62 8.35
N 10.67 15.17 9.13
H 9.95 16.45 12.64
H 11.08 17.57 10.27
H 10.37 18.41 11.70
H 8.88 18.56 9.75
H 8.12 17.68 11.06
H 7.72 16.65 8.79
H 8.32 15.61 10.07
H 9.09 16.88 6.72
H 10.78 15.82 5.33
H 12.42 14.26 6.43
H 12.33 13.96 8.80
Br 13.74 12.03 10.25
C 14.11 13.68 11.13
C 15.40 14.13 11.09
C 15.73 15.33 11.67
C 14.73 16.04 12.33
C 13.44 15.49 12.29
N 13.14 14.33 11.73
H 16.15 13.59 10.53
H 16.77 15.62 11.61
H 14.88 17.01 12.81
H 12.61 16.08 12.71
C 11.29 8.25 13.82
Si 10.96 10.04 13.31
C 12.54 11.07 13.41
C 9.72 10.63 14.59
Si 10.17 9.76 11.08
Te 9.85 11.71 9.49
Si 8.07 8.77 11.22
C 7.49 8.51 9.42
C 8.04 7.09 12.10
C 6.87 9.94 12.06
Si 11.73 8.34 10.04
C 13.50 8.36 10.77
C 11.12 6.53 10.10
C 11.78 8.82 8.19
H 10.38 7.69 13.92
H 11.80 8.20 14.76
H 11.89 7.63 13.14
H 12.75 11.20 14.50
H 12.51 12.07 12.99
H 13.42 10.56 13.04
H 10.12 10.38 15.58
H 8.78 10.08 14.48
H 9.50 11.67 14.49
H 8.10 7.83 8.82
H 7.49 9.44 8.88
H 6.47 8.13 9.39
H 8.74 6.33 11.72
H 7.06 6.66 11.96
H 8.17 7.17 13.19
H 6.84 10.95 11.65
H 6.96 9.96 13.15
H 5.90 9.46 11.89
H 13.45 7.93 11.80
H 14.02 9.28 10.80
H 14.06 7.60 10.23
H 10.97 6.14 11.13
H 11.83 5.85 9.62
H 10.16 6.40 9.61
H 12.16 9.81 8.05
H 10.77 8.87 7.77
H 12.40 8.09 7.68
*
```

Computed properties:
Lowest unoccupied orbital energy (alpha / beta): -0.17 / -0.14 eV
Gap between HOMO and LUMO (alpha / beta): 6.7 / 6.8 eV
HOMO energy (alpha / beta): -6.91 / -6.93 eV
Energy relative to the best compared isomer or geometry (same formula, charge and spin): 106.86 kJ/mol

=====

(3)
# C6H6BrNO2

C6H6BrNO2 in the gas phase in a non-equilibrium geometry (ωB97M-V/def2-TZVPD, the OMol25 dataset).

Geometry as ORCA input:
```
! wB97M-V def2-TZVPD RIJCOSX def2/J DEFGRID3
* xyz 0 1
C 1.24 -0.70 -3.17
O 1.76 -0.63 -1.83
N 0.82 -0.14 -1.00
C 1.06 0.12 0.22
Br 2.77 0.20 1.11
C -0.13 0.37 1.05
C -1.43 0.42 0.72
C -2.13 0.49 1.99
C -1.16 0.47 2.95
O 0.06 0.44 2.38
H 0.53 0.11 -3.42
H 0.48 -1.51 -3.20
H 2.10 -0.60 -3.78
H -1.64 0.18 -0.31
H -3.14 0.32 2.35
H -1.18 0.46 3.95
*
```

Computed properties:
SMILES string: CO/N=C(\Br)c1ccco1
Lowest unoccupied orbital energy: 0.63 eV
Gap between HOMO and LUMO: 9.1 eV
HOMO energy: -8.49 eV
Energy relative to the best compared isomer or geometry (same formula, charge and spin): 0.00 kJ/mol

=====

(4)
# C7H8S

A 2-piece molecular cluster, C7H8S overall in a non-equilibrium geometry (ωB97M-V/def2-TZVPD, the OMol25 dataset).

Geometry as ORCA input:
```
! wB97M-V def2-TZVPD RIJCOSX def2/J DEFGRID3
* xyz 0 1
C -0.56 1.63 0.50
C 0.11 0.58 -0.31
C -1.23 0.50 0.30
C 2.38 0.78 2.33
C 1.11 -0.05 -0.84
C -2.39 -0.30 0.42
C 1.07 -1.47 -1.31
S 2.92 2.21 2.22
H -0.44 2.56 0.99
H 2.12 0.39 -0.88
H -2.83 -0.27 -0.69
H -2.13 -1.32 0.59
H -3.19 -0.03 0.96
H 1.96 -1.92 -1.06
H 0.88 -1.46 -2.44
H 0.23 -1.84 -0.78
*
```

Computed properties:
Lowest unoccupied orbital energy: 0.01 eV
Gap between HOMO and LUMO: 7.6 eV
HOMO energy: -7.59 eV
Energy relative to the best compared isomer or geometry (same formula, charge and spin): 539.48 kJ/mol

=====

(5)
# CH5NO2S

CH5NO2S as an isolated structure in a non-equilibrium geometry (ωB97M-V/def2-TZVPD, the OMol25 dataset).

Geometry as ORCA input:
```
! wB97M-V def2-TZVPD RIJCOSX def2/J DEFGRID3
* xyz 0 1
C -0.71 -0.59 -0.03
N 1.67 0.98 0.67
O 3.02 -0.96 -0.31
O 0.09 -1.05 -0.76
S 2.16 0.18 -0.50
H -2.48 0.58 -0.57
H -0.71 0.09 0.90
H -1.83 -1.13 -0.09
H 1.80 0.89 1.67
H -3.02 0.99 -0.98
*
```

Computed properties:
Lowest unoccupied orbital energy: 0.10 eV
Gap between HOMO and LUMO: 10.4 eV
HOMO energy: -10.35 eV
Energy relative to the best compared isomer or geometry (same formula, charge and spin): 398.42 kJ/mol